6 unconnected molecules or ions with the total composition C6H17Cl2N5O10, computed with ωB97M-V/def2-TZVPD.

* E_HOMO: -10.8 eV
* calculated total energy: -2184.8532 hartree
* relative energy (zero: lowest compared OMol25 entry of this formula, charge and spin): 0.0000 eV
* HOMO-LUMO gap: 10.66 eV
* charge: 0
* structure (SMILES): C[N+](=O)[O-].C[N+](=O)[O-].C[N+](=O)[O-].C[N+](=O)[O-].C[N+](=O)[O-].ClCCl

Each line ends with the Löwdin charge.
Atoms and positions in Å:
C 2.65 -2.64 -1.71  0.013
N 3.38 -1.52 -1.08  -0.415
O 2.76 -0.48 -0.98  0.058
O 4.55 -1.74 -0.68  0.037
H 1.57 -2.51 -1.76  0.073
H 2.70 -3.54 -1.08  0.095
H 3.12 -2.78 -2.68  0.096
C 2.93 2.34 2.44  0.065
N 1.78 1.61 3.10  -0.418
O 0.66 1.72 2.55  0.005
O 1.87 1.03 4.13  0.095
H 2.69 2.95 1.57  0.102
H 3.49 1.50 2.03  0.099
H 3.53 2.83 3.22  0.100
C -0.24 -3.98 1.61  0.041
N -1.68 -3.97 1.96  -0.433
O -2.11 -4.96 2.54  0.057
O -2.42 -3.07 1.60  0.052
H 0.36 -3.65 2.46  0.104
H -0.21 -3.18 0.87  0.069
H 0.21 -4.93 1.32  0.103
C -3.90 3.65 -0.58  0.053
N -2.98 4.05 -1.69  -0.478
O -3.18 3.56 -2.74  0.078
O -2.05 4.81 -1.45  0.059
H -3.73 2.59 -0.38  0.088
H -4.87 3.89 -1.04  0.097
H -3.81 4.37 0.24  0.096
C -1.52 0.40 1.02  0.057
N -0.44 0.16 -0.04  -0.403
O 0.00 1.14 -0.62  0.054
O -0.04 -0.94 -0.24  0.043
H -1.41 -0.38 1.77  0.089
H -2.54 0.56 0.67  0.089
H -1.34 1.36 1.50  0.068
Cl -1.37 0.54 -4.31  0.528
C 0.04 -0.04 -3.41  -0.996
Cl 1.35 -0.71 -4.49  0.468
H 0.49 0.79 -2.86  0.010
H -0.29 -0.84 -2.76  0.003